[1]
Entry from the OMol25 dataset: a single C4H11NS molecule (wB97M-V/def2-TZVPD).

The calculation puts the relative energy (zero: lowest compared OMol25 entry of this formula, charge and spin) at 79.0 kJ/mol. Its SMILES is CN[C@H](C)CS.

Element x y z (Å)
H1 1.83 2.31 -1.20
H2 -0.90 -0.81 -1.06
H3 0.53 0.45 -2.05
C1 1.10 -1.01 0.76
C2 0.54 0.21 0.01
H4 3.00 1.14 -0.62
C3 2.25 1.31 -1.39
H5 1.61 -1.67 0.07
H6 0.51 -1.47 1.54
H7 2.69 1.31 -2.38
N1 1.19 0.31 -1.29
H8 -2.77 0.62 1.09
H9 -1.29 0.80 -0.85
S1 -1.99 -0.47 1.11
C4 -0.96 -0.04 -0.28
H10 2.02 -0.69 1.29
H11 0.71 1.11 0.60

Let us look at the Mulliken charges, expressed in e, one per atom:
1. H 0.34
2. H 0.38
3. H 0.22
4. C -1.47
5. C 0.66
6. H 0.29
7. C -0.93
8. H 0.36
9. H 0.43
10. H 0.32
11. N -0.43
12. H 0.12
13. H 0.42
14. S -0.21
15. C -1.05
16. H 0.31
17. H 0.24


[2]
Entry from the OMol25 dataset: 3 unconnected molecules or ions with the total composition C17H35N3O6 (wB97M-V/def2-TZVPD).

Its SMILES is C#CNC(=O)OC=C.COCCNCCOC.COCCNCCOC.

Element x y z (Å)
H1 0.63 -1.55 -5.20
H2 -1.61 1.12 -5.05
H3 2.14 2.41 7.42
C1 4.17 1.74 7.64
H4 -2.12 3.15 -0.26
C2 -2.09 0.23 -4.64
H5 0.25 0.18 0.27
C3 -0.09 -0.77 -5.46
H6 -0.37 -0.92 -6.51
C4 2.43 -0.41 3.28
H7 -3.04 -3.20 -5.45
H8 -1.25 -1.04 -1.45
C5 -1.45 -1.26 -0.29
H9 4.29 2.21 8.62
C6 -4.30 -0.87 -7.54
H10 -2.36 -4.46 -6.49
H11 3.34 3.60 6.92
C7 -0.48 -0.68 0.68
H12 -4.12 0.72 -5.22
O1 -1.22 -0.90 -4.61
H13 -1.79 1.47 4.07
H14 -5.05 -2.33 -6.05
H15 3.11 -0.55 6.22
N1 2.82 2.17 5.48
H16 4.17 -1.51 7.22
C8 -4.74 -2.28 -7.10
H17 4.87 1.83 5.05
O2 -2.27 -0.86 3.58
H18 2.48 1.21 5.46
C9 3.09 2.53 6.88
H19 -4.00 -0.93 -8.59
H20 -1.91 -2.79 -6.78
H21 1.91 -0.02 2.40
H22 1.83 -0.22 4.18
H23 -2.35 -0.83 -6.97
H24 4.20 3.34 4.42
H25 -5.16 -0.20 -7.49
C10 3.75 1.58 3.25
H26 -2.41 -1.88 -0.03
C11 -2.73 -3.42 -6.47
O3 3.72 0.15 3.41
H27 0.39 0.20 -5.34
O4 3.83 0.38 7.91
C12 -1.86 2.61 0.77
H28 4.88 -0.24 6.21
C13 -1.76 2.12 2.11
O5 -0.36 -1.01 2.10
C14 -1.25 -0.21 2.95
N2 -1.14 1.27 3.24
C15 4.01 -0.51 6.82
H29 2.85 1.96 2.75
C16 -3.40 -0.09 -5.38
H30 -2.34 0.46 -3.60
N3 -3.17 -0.25 -6.82
O6 -3.80 -3.32 -7.40
H31 5.16 1.80 7.16
H32 4.60 1.80 2.60
H33 -3.80 -1.00 -4.94
H34 -5.64 -2.53 -7.68
C17 3.99 2.29 4.60
H35 2.53 -1.49 3.18

Let us look at the Mulliken charges, expressed in e, one per atom:
1. H 0.24
2. H 0.41
3. H 0.36
4. C -0.47
5. H 0.33
6. C -0.79
7. H 0.28
8. C -0.81
9. H 0.33
10. C -0.59
11. H 0.28
12. H 0.14
13. C -0.55
14. H 0.35
15. C -0.69
16. H 0.32
17. H 0.38
18. C 0.04
19. H 0.40
20. O -0.27
21. H 0.35
22. H 0.34
23. H 0.15
24. N -0.25
25. H 0.32
26. C -0.45
27. H 0.15
28. O -0.55
29. H 0.00
30. C -0.68
31. H 0.37
32. H 0.11
33. H 0.27
34. H 0.23
35. H 0.10
36. H 0.40
37. H 0.38
38. C -0.76
39. H 0.26
40. C -0.49
41. O -0.35
42. H 0.34
43. O -0.43
44. C -0.29
45. H 0.26
46. C -0.13
47. O -0.21
48. C 0.48
49. N -0.16
50. C -0.49
51. H 0.35
52. C -0.19
53. H 0.36
54. N -0.33
55. O -0.43
56. H 0.35
57. H 0.39
58. H 0.14
59. H 0.35
60. C -0.24
61. H 0.31


[3]
Entry from the OMol25 dataset: 2 unconnected molecules or ions with the total composition C2H8O2 (wB97M-V/def2-TZVPD).

The calculation puts the relative energy (zero: lowest compared OMol25 entry of this formula, charge and spin) at 131.6 kJ/mol. Its SMILES is CO.CO.

Element x y z (Å)
H1 1.88 -2.12 1.37
H2 2.48 -2.22 -0.36
H3 3.05 -1.01 0.47
C1 -2.16 1.61 -0.28
C2 2.21 -1.53 0.43
H4 -2.49 1.96 0.70
O1 -1.05 0.70 -0.12
H5 -1.72 2.55 -0.69
O2 1.17 -0.66 0.02
H6 -0.68 0.62 -1.04
H7 0.30 -1.03 0.36
H8 -2.99 1.14 -0.86

Let us look at the Mulliken charges, expressed in e, one per atom:
1. H 0.21
2. H 0.25
3. H 0.26
4. C -0.58
5. C -0.59
6. H 0.23
7. O -0.45
8. H 0.26
9. O -0.46
10. H 0.31
11. H 0.33
12. H 0.22


In the order shown, the computed max |F| values come out to 2.51; 9.24; 5.34 eV/A.
In the order shown, the computed HOMO-LUMO gap values come out to 9.57; 8.13; 10.88 eV.
In the order shown, the computed HOMO level values come out to -8.71; -8.64; -9.94 eV.